(1)
# C33H59BrCl18F9N4O2S2

10 unconnected molecules or ions with the total composition C33H59BrCl18F9N4O2S2 at a distorted geometry (ωB97M-V with the def2-TZVPD basis set, the OMol25 dataset).

```
128
Properties=species:S:1:pos:R:3
Br -5.41846 0.67450 1.97411
Cl 3.19600 4.91186 -7.45707
Cl -8.32347 1.04365 5.63648
Cl 8.57975 -1.93616 3.18606
Cl 7.85705 -0.17910 8.50694
Cl -6.82374 3.10073 4.18474
Cl 5.15050 1.17704 10.02315
Cl 1.77813 6.78487 -5.70313
Cl -3.35144 -7.09968 1.23771
Cl -2.89651 -6.02940 -4.67639
Cl -4.17587 -1.60532 -7.74450
Cl 8.43139 -2.40742 6.68309
Cl -0.23260 -4.80193 -4.42576
Cl -1.78532 -5.71256 3.29964
Cl 5.90757 -2.32317 2.01791
Cl 4.76933 -0.72964 6.90938
Cl -3.31555 -2.62242 -5.12830
Cl 2.50764 1.95132 9.00309
Cl 5.38121 1.06737 4.67823
S 4.15065 -2.38796 -2.23613
S -3.05575 3.29250 1.94093
F 3.54132 -3.85183 -2.25341
F 3.83868 -2.23065 -3.78830
F 4.78528 -0.93034 -2.22297
F 2.06361 -3.28208 -0.11573
F 4.49642 -2.52784 -0.69614
F 1.56681 -2.25099 -2.75013
F 2.40723 -0.37647 -2.02440
F 2.45351 -1.18788 0.45137
F 5.56048 -2.98884 -2.59348
O -3.46665 -2.47546 1.30622
O -6.73849 0.95456 -0.35226
N -2.37164 -1.89893 -0.59787
N -2.69522 1.93765 0.96878
N -0.62620 1.55450 1.95365
N -1.76064 -0.25053 1.00337
C -1.87392 -0.52083 -0.44558
C -2.93159 3.44432 -2.57367
C -0.39543 -0.57797 -0.95477
C 3.43721 1.37880 10.39826
C 0.54653 0.77971 2.39985
C 1.76851 1.43673 1.74042
C -1.66125 1.11613 1.30873
C -3.55636 -2.27500 0.11991
C -0.11406 2.77697 -4.19293
C 0.29415 3.17616 -5.62385
C 0.62608 0.84426 3.93000
C 1.93750 0.22685 4.43602
C -2.46435 -2.34855 -1.99565
C 0.30034 -1.79728 -0.32454
C -3.16615 -5.62670 2.20153
C 9.06433 -1.33843 7.94564
C 3.35453 6.16722 -6.22443
C 2.40343 -1.70211 -1.84625
C 1.03398 2.04057 -6.34145
C 5.40076 -0.60438 5.26816
C -3.24193 -2.83099 -6.88699
C -4.86006 -2.48876 -0.60482
C -2.67870 0.60497 -1.20045
C -4.69656 2.11611 -0.53978
C -8.27930 2.08826 4.21826
C -1.93431 4.37740 -3.28707
C -1.14833 -6.27919 -4.77463
C 7.50915 -3.02798 2.30164
C -5.71298 1.23334 0.13397
C -0.46500 3.98592 -3.31061
C 1.80078 -1.99289 -0.44902
C -3.17515 1.90182 -0.44848
C -2.56881 3.16259 -1.10919
H 2.08927 2.07581 -6.06621
H 2.75458 0.94465 4.33615
H -3.66654 -3.80037 -7.11948
H 0.43194 -0.25465 2.08565
H 0.13186 -1.76866 0.75282
H 0.75336 2.29214 -3.74036
H -5.09978 -1.70712 -1.32373
H -0.90360 -6.59897 -5.77978
H 3.03761 0.41891 10.70104
H 0.11009 0.34246 -0.63397
H -4.97236 2.07320 -1.59773
H -2.00784 5.34535 -2.77776
H -3.11601 -1.72965 -2.61734
H -0.92409 2.03893 -4.23266
H 1.58527 1.58719 0.67173
H 0.08918 4.84215 -3.70852
H 9.90530 -0.78813 7.54242
H 4.78668 -1.20601 4.60880
H -2.61624 -0.56601 1.46921
H -0.60848 2.54375 2.18206
H -9.14269 2.74152 4.23518
H -8.27741 1.46623 3.33063
H -1.48112 -2.43206 -2.46500
H -3.08753 2.51638 -3.13714
H 9.36988 -1.95514 8.78173
H 2.20760 -0.64363 3.83094
H -2.20409 -2.77592 -7.19235
H 1.94555 2.41362 2.19753
H 1.87291 -0.05416 5.48580
H -4.83985 -3.44525 -1.13218
H -0.60083 3.48294 -6.17239
H -0.35725 -0.57667 -2.04568
H -5.64739 -2.53985 0.14571
H 0.93267 2.10319 -7.42428
H -0.23786 0.35344 4.38404
H -1.48082 3.08919 -1.00548
H -2.87306 -3.35905 -1.99560
H -4.94886 3.12864 -0.20194
H 7.38445 -3.93338 2.88280
H -3.83101 2.63841 2.82539
H -0.86900 -7.03231 -4.04858
H -3.89087 3.97164 -2.60455
H -2.03560 0.94623 -2.01708
H 3.85767 5.74573 -5.36291
H 7.95638 -3.24389 1.33938
H -3.54515 0.15795 -1.69503
H -0.13675 -2.72375 -0.69176
H 0.65412 1.07228 -5.99893
H 0.95895 4.03749 -5.54038
H -4.06503 -5.48312 2.78841
H -3.01284 -4.79412 1.52964
H -0.07433 3.83943 -2.29929
H 2.65193 0.80833 1.84227
H -2.26499 4.51142 -4.32111
H 3.92334 6.98994 -6.63935
H 0.59786 1.90306 4.22109
H 6.42817 -0.94786 5.26151
H -2.87688 4.01950 -0.50375
H 3.34146 2.10764 11.19331
```

Summary:
total energy	-14214.6702	a.u.
lowest unoccupied orbital energy	-2.7	eV
total charge	+1
highest occupied orbital energy	-11.96	eV

Atom charges from the Löwdin analysis, given in e for atoms 1 to 2: 0.8019 0.5289


(2)
# C33H59N8OPb

A molecular structure, C33H59N8OPb at a distorted geometry (ωB97M-V with the def2-TZVPD basis set, the OMol25 dataset).

```
102
Properties=species:S:1:pos:R:3
Pb -2.37673 3.07246 -2.03384
O -0.63063 1.57361 -1.14399
N 1.92207 -4.45621 -3.97117
N 5.76038 -0.12944 0.41810
N -3.86650 0.98535 -2.77538
N 1.73717 -3.57689 2.18654
N -1.38229 4.51371 0.15145
N -3.53630 1.89301 0.38307
N -1.32787 2.09048 -4.26678
N 4.06717 3.21579 -4.10862
C -3.45181 0.26898 3.54361
C 5.33827 0.26196 1.41125
C 4.81392 0.76704 2.69389
C -0.25819 0.28748 -0.84509
C -0.52240 1.27381 -4.33382
C 3.29373 1.02333 2.70007
C 0.69575 3.78258 2.96799
C 3.67751 3.83653 -0.32596
C -0.88593 3.90648 0.98820
C -1.74870 -3.83575 2.02959
C 2.82291 -2.54281 -1.04122
C 2.60087 2.34289 -2.13516
C 2.53678 -0.18378 2.11191
C -4.95773 0.12504 3.42855
C 0.12842 5.09524 3.47951
C -0.22966 3.06007 1.97156
C 0.52184 0.28150 -4.49772
C 1.79439 -3.89834 -2.97553
C 3.35207 2.40702 -0.80505
C 1.58607 -3.13839 -1.75437
C -5.15442 -1.62959 -0.34196
C 3.40228 2.87371 -3.23732
C -3.60273 -1.59146 -2.43566
C -0.06491 -1.10949 -4.65318
C -1.08777 -1.29967 -5.76758
C -1.79923 -4.37191 3.44303
C 0.67226 -3.21099 1.95815
C 3.66338 -1.56400 -1.84441
C -0.68538 -2.76120 1.70034
C -3.19238 1.12792 1.16573
C -3.83509 -2.05891 -0.97846
C -3.74279 -0.14322 -2.60756
C -2.74423 0.17831 2.18353
H 0.82850 -2.38768 -2.00713
H -1.00679 -0.46144 -1.17215
H -3.21903 1.25530 3.95098
H 1.16894 0.55953 -5.33417
H -2.44499 -5.23416 3.58804
H -0.19540 0.07082 0.23374
H 5.34326 1.70904 2.84796
H 0.72809 -1.81454 -4.90958
H -2.09639 -3.55704 4.10981
H -5.33643 0.84144 2.69533
H 4.14834 -2.13063 -2.64075
H -6.03218 -2.17792 -0.67724
H -0.81495 -4.63211 3.84007
H 3.07801 1.93548 2.13956
H -1.02906 2.59205 2.54985
H -0.46773 -1.38696 -3.67640
H -1.61951 -4.65071 1.31354
H -0.88409 4.95119 3.86994
H -5.03012 -1.79660 0.73083
H 1.65156 2.87377 -2.07698
H 4.19969 4.41784 -1.08602
H 3.36880 -3.40827 -0.65984
H 0.92027 3.06962 3.76113
H 1.00402 -3.76139 -1.06913
H 3.12981 -0.70581 -2.25423
H 2.71575 -0.37265 1.05487
H 5.03433 0.08824 3.51646
H -3.69141 -3.13036 -0.84981
H 2.79267 4.41018 -0.04102
H -5.25622 -0.83335 2.99358
H -0.00900 5.86177 2.71822
H 2.71399 -1.07217 2.71753
H 1.65514 3.97163 2.48120
H -3.04986 -1.54578 -0.41537
H -1.33361 -2.35819 -5.84535
H -5.30521 -0.55110 -0.41694
H 2.47619 -2.13741 -0.08735
H 2.43326 1.27434 -2.26811
H -2.57058 -1.82938 -2.69406
H -4.33424 -2.00634 -3.13118
H -0.74558 -1.03783 -6.77074
H -1.96675 -0.67064 -5.60738
H 1.23046 0.33400 -3.66949
H -1.66220 0.25110 2.30607
H 0.66372 -0.11121 -1.29359
H 2.97448 1.21683 3.72387
H 4.32211 3.77297 0.55169
H 2.79990 1.86831 -0.03026
H 1.47248 0.05252 2.21367
H 0.32965 2.33290 1.37887
H 4.46825 -1.14410 -1.23902
H 0.72853 5.42419 4.32630
H -3.09172 -0.47251 4.25649
H -2.72661 -3.41470 1.77888
H -2.89470 -0.81721 1.75536
H -5.49834 0.20090 4.36914
H 4.29812 1.86197 -0.82963
H -0.82841 -2.47604 0.65654
H -0.84080 -1.85395 2.28709
```

Summary:
total energy	-1998.6606	a.u.
lowest unoccupied orbital energy	-3.3	eV
total charge	+1
highest occupied orbital energy	-11.91	eV

Atom charges from the Löwdin analysis, given in e for atoms 1 to 2: 1.4147 -0.5314


(3)
# C33H60BBaN4O6SeSi

A molecular structure, C33H60BBaN4O6SeSi (ωB97M-V with the def2-TZVPD basis set, the OMol25 dataset).

```
107
Properties=species:S:1:pos:R:3
Ba -0.67927 -0.36898 2.07911
Se 2.18096 2.43423 0.98050
Si 3.64229 2.18814 2.64278
O -1.48791 3.40412 1.51783
O 1.89225 -3.68885 2.44484
O -2.01818 -0.83819 0.13297
O -4.08245 -0.69222 -0.73001
O -1.60916 3.24206 3.79270
O 1.29710 -1.55228 2.70930
N 1.98210 0.67933 -1.61547
N 2.79089 -2.04742 -0.14420
N -1.17843 0.74846 -1.96377
N 0.29267 -1.79093 -1.66474
C -2.53387 7.88692 5.91502
C 2.02573 -2.48548 2.22509
C 2.02234 -3.21950 -0.57052
C 3.15184 -2.02408 1.28361
C -1.91944 5.84100 1.40889
C 3.94454 -1.75886 -1.00936
C -1.74318 4.63062 2.04200
C -2.44311 0.99760 -1.26171
C -1.50796 9.21955 4.09827
C 2.88752 1.26978 4.09689
C -0.45383 -0.85990 -3.78757
C -2.93950 -0.28404 -0.57275
C -1.60065 1.30468 -4.37469
C 0.54077 -2.88562 -0.71590
C 3.40097 0.54440 -2.13836
C -2.17599 6.95321 2.20904
C -0.26045 1.86686 -1.81017
C 1.15891 1.69720 -2.32886
C 4.22609 -0.25828 -1.11798
C 4.03739 1.92910 -2.27037
C -2.55493 8.14035 4.40701
C 4.18234 3.88692 3.25817
C -2.07235 5.63082 4.21812
C 5.24515 1.29534 2.17319
C -1.70835 -2.80884 -2.78157
C -2.25470 6.87355 3.60129
C -0.33104 -2.14997 -2.95589
C -1.43924 0.21515 -3.31103
C -3.94719 8.66791 4.03332
C 3.35618 -0.14274 -3.49994
C 5.23108 -2.50801 -0.63845
C 0.57592 -3.11540 -3.71830
C -1.81878 4.53336 3.42180
B -1.36552 2.46520 2.60632
H 2.40424 -3.55869 -1.53709
H -2.28113 1.74539 -0.48070
H -1.49688 9.47691 3.03899
H 2.53449 0.28142 3.79138
H 1.54042 -2.66279 -3.95472
H 4.93449 3.80353 4.04856
H 3.61245 2.49910 -3.09699
H 5.69687 1.75995 1.29258
H -2.40660 -0.28652 -3.22006
H 1.18270 1.46343 -3.39137
H -0.36228 -1.13540 -1.23640
H 5.96187 1.36043 2.99767
H 3.92803 2.49361 -1.34189
H -1.99707 0.88081 -5.29874
H -0.64989 1.78584 -4.61728
H 4.13566 0.22347 -0.13992
H 2.72293 -1.02766 -3.48471
H -2.32083 -2.28953 -2.04478
H -0.50877 8.87186 4.36684
H -1.85344 5.92212 0.33154
H 2.99151 0.53024 -4.27740
H -2.11957 5.50913 5.29098
H -1.72193 10.13011 4.66500
H -0.02166 -3.79005 -0.96833
H -2.29204 2.07840 -4.03687
H 1.65126 2.65479 -2.17611
H 5.02739 -3.55856 -0.42232
H -1.56720 7.50241 6.24498
H 2.05843 0.99856 -0.61123
H -4.71148 7.91899 4.24932
H 3.66190 -2.11635 -2.00050
H 5.09172 0.23589 1.95454
H -2.31859 7.91137 1.72353
H 3.32239 4.43354 3.65049
H 5.09988 1.79854 -2.47966
H 0.16451 -2.57930 0.26268
H 4.00533 -2.67737 1.49680
H -4.00743 8.90881 2.97121
H 3.60441 1.14217 4.91401
H 5.26781 -0.12613 -1.42454
H 3.41337 -0.99632 1.54176
H -2.24954 -2.82234 -3.73159
H -2.72199 8.82407 6.44420
H 0.10084 -3.41515 -4.65498
H 5.93614 -2.46154 -1.47139
H -3.30499 7.17480 6.21476
H 4.60181 4.47470 2.43877
H -0.78594 -1.15586 -4.78925
H 0.54800 -0.44219 -3.92048
H -0.63197 2.78761 -2.29306
H 5.72285 -2.07132 0.23228
H 2.02551 1.82631 4.47383
H 1.51534 -0.26061 -1.63522
H 0.75717 -4.02063 -3.13673
H 2.13037 -4.04734 0.13656
H -4.17920 9.57313 4.60200
H -3.21932 1.38116 -1.93439
H 4.36546 -0.45068 -3.77996
H -1.60760 -3.84549 -2.45573
H -0.20350 2.10483 -0.74402
```

Summary:
total energy	-4705.4824	a.u.
lowest unoccupied orbital energy	2.2	eV
total charge	-1
highest occupied orbital energy	-4.11	eV

Atom charges from the Löwdin analysis, given in e for atoms 1 to 2: 1.7959 0.3459


(4)
# C33H60Br18HgN3O3

A molecular structure, C33H60Br18HgN3O3 at a distorted geometry (ωB97M-V with the def2-TZVPD basis set, the OMol25 dataset).

```
118
Properties=species:S:1:pos:R:3
Hg -0.06783 0.14623 -2.10583
Br 5.73732 -1.85613 2.14697
Br -4.88815 4.82562 5.77874
Br -0.95358 -8.01933 3.29049
Br -0.12358 -4.97646 2.73578
Br 4.05562 -3.06620 4.55952
Br -6.16453 -3.98524 0.48086
Br -2.48143 6.11624 3.13455
Br -4.27339 2.96645 3.13176
Br 4.55002 1.82665 4.75114
Br 3.89626 4.48101 2.91294
Br -3.56829 -5.53343 1.98969
Br -3.20212 -4.38413 -1.01396
Br 2.33640 3.80624 5.78319
Br -1.28054 6.90230 0.54888
Br -4.69836 1.58741 6.11579
Br 4.57387 -4.87816 1.88902
Br -0.49201 -7.15689 0.16444
Br 0.84537 5.97771 2.72865
O 0.04991 0.32489 0.26291
O 1.15413 -0.87898 -4.08029
O -1.25221 0.60412 -4.42155
N -1.52465 1.68653 -3.55238
N 1.35506 -1.63629 -2.87477
N 0.50550 -0.05406 1.59530
C 1.71650 0.46556 3.75357
C -1.91995 0.50967 2.49608
C -0.37244 -1.06669 3.81437
C 3.14392 -0.06541 -2.15390
C -0.71497 -0.54582 2.36894
C -1.78528 3.58458 -1.50133
C -3.01151 2.88644 -1.90733
C 2.08186 -3.54516 -0.81138
C -2.80462 1.65143 -2.78349
C -1.25867 -1.79834 1.70597
C 0.50431 -0.01305 4.59830
C 0.64532 -3.54761 -1.41388
C -4.14318 -4.13389 0.72024
C 4.20452 -3.02515 2.60595
C 2.80249 1.01034 1.47080
C -4.01517 3.14183 5.11177
C 0.00300 -6.86435 2.07519
C -0.79688 2.91353 -3.83646
C 0.78870 2.40283 2.35164
C -0.93086 4.01276 -2.68455
C -3.95086 1.48730 -3.84095
C 1.17073 -4.04187 -3.79633
C -1.33158 3.55296 -5.18181
C 1.36559 0.98205 2.27602
C -0.98659 5.67383 1.95489
C 0.56608 -2.95216 -2.86830
C 0.71483 2.68424 -3.91653
C -0.92047 -2.67845 -3.00934
C 2.78401 -2.20733 -0.91023
C 2.79730 -1.62921 -2.37265
C 3.98083 3.68197 4.73695
C 3.87635 -2.38289 -3.18863
C -2.95479 0.44283 -1.75701
H 3.77059 -2.22285 -0.44709
H 3.50866 1.59238 2.06296
H -2.04138 -2.32616 2.25082
H 2.13351 -1.51537 -0.37530
H -0.11030 2.68768 1.80504
H -4.01753 0.36281 -1.52836
H 3.42285 0.42712 -3.08541
H -2.66089 -0.44052 -2.32393
H -3.76884 0.56450 -4.39179
H -2.27783 4.01183 -4.89519
H 0.35407 -4.72954 -4.01603
H 1.55225 -3.59671 -4.71523
H -1.21502 4.72447 1.47048
H -2.78872 0.03050 2.94746
H 0.99385 2.13622 -3.01658
H -1.53203 -3.56995 -3.14832
H -0.08543 -3.25225 -0.66098
H 3.94836 -0.01283 -1.42026
H 2.08767 -3.68736 0.26929
H 1.92579 -4.55551 -3.20123
H -1.70397 1.45427 2.99525
H -2.33627 0.54889 -0.86579
H -3.42298 2.60384 -0.93835
H 0.84112 2.06844 -4.80701
H 3.27816 -2.66952 2.15486
H -3.93084 2.31509 -4.54980
H 2.64492 -4.43764 -1.08437
H -1.41623 2.93275 -6.07415
H 2.32140 -0.43974 3.70232
H -0.14369 0.82716 4.84779
H -0.81935 4.48471 -5.42170
H -1.35268 -1.27028 4.24540
H 2.32215 1.20593 4.27621
H 0.00036 4.21679 -2.15606
H 4.73619 -1.72341 -3.07081
H 0.93736 -0.36971 5.53283
H -1.47016 -1.52995 0.67091
H -0.38798 -2.41892 1.49414
H 0.25808 -1.94399 3.66980
H 0.38896 -4.60139 -1.52312
H 2.73159 1.50380 0.50148
H 4.10584 -3.32675 -2.69411
H -1.24806 -2.18434 -2.09466
H -1.36864 4.97331 -2.95619
H 1.51102 3.08185 1.89857
H -4.89994 1.31913 -3.33197
H 3.13330 -0.02548 1.39500
H -2.00750 4.56499 -1.08001
H -1.31714 3.14286 -0.62166
H -3.79844 -3.13175 0.97514
H 1.38792 3.51919 -4.11124
H 0.72939 2.76154 3.37922
H -1.22572 -2.05149 -3.84709
H -2.92721 3.19005 5.15778
H 4.79609 4.24164 5.19545
H -3.74930 3.58744 -2.29765
H 2.34883 0.57129 -1.76592
H -2.20276 0.88498 1.51259
H 3.70170 -2.70056 -4.21658
H 1.01709 -7.21591 2.26527
```

Summary:
total energy	-48168.6264	a.u.
lowest unoccupied orbital energy	1.0	eV
total charge	-1
highest occupied orbital energy	-3.47	eV

Atom charges from the Löwdin analysis, given in e for atoms 1 to 2: 1.2414 0.5239


no.,HOMO-LUMO gap (eV)
1,9.22
2,8.61
3,6.27
4,4.44